{"formula": "CH5NO2P", "method": "ωB97M-V/def2-TZVPD", "e_above_lowest_kcal_mol": 109.8, "orbital_gap_ev": 7.70, "lumo_ha": 0.159, "energy_ev": -15990.695, "total_charge": -1, "spin_multiplicity": 1, "symbols": ["C", "N", "O", "O", "P", "H", "H", "H", "H", "H"], "xyz": [[2.731950, 0.019689, -0.448207], [-2.097926, 0.111700, 0.319611], [0.296553, 1.002229, -0.308217], [-2.856417, 1.241511, -0.284538], [1.710559, 1.248447, 0.265096], [-2.421647, 2.066228, -0.171042], [2.401621, -0.790576, -1.148470], [3.756875, -0.004648, 0.005614], [-1.027466, 0.251485, 0.293875], [-2.394343, 0.240136, 1.275683]], "forces_ev_per_angstrom": [[-0.149, 1.183, 1.411], [-0.173, 0.685, 0.105], [0.580, 0.910, 0.528], [-0.303, -2.094, -0.366], [0.522, -2.591, -1.920], [1.372, 0.880, 0.411], [0.325, 0.862, 0.736], [-0.729, -0.169, -0.718], [-1.610, 0.678, -0.652], [0.165, -0.345, 0.466]], "lowdin_charge": [-0.461, -0.060, -0.723, -0.191, 0.513, 0.023, -0.045, -0.089, 0.006, 0.027]}